[1]
Below is 3 unconnected molecules or ions with the total composition C25H53F3N7O9P3 at a distorted geometry, with properties calculated with ωB97M-V/def2-TZVPD.

Output
Multiplicity   1
SMILES   COCC1=C(CP(=O)(O)O)C(=O)C(CN)=C(C[C@H](O)C(F)(F)F)C1=O.CN(C)P(=O)(N(C)C)N(C)C.CN(C)P(=O)(N(C)C)N(C)C
DFT total energy   -3368.4876 hartree

Geometry as XYZ:
```
100
Properties=species:S:1:pos:R:3:forces:R:3:lowdin_charge:R:1
C 1.0223 -0.1236 2.6754 0.349 0.108 -0.442 -0.0805
O 0.1906 -0.7319 1.6981 -0.174 0.114 0.134 -0.1760
C -1.1790 -0.4173 1.8830 0.543 -0.826 0.208 -0.1613
C -1.9908 -1.3723 1.0620 -0.082 0.398 -0.283 -0.0555
C -2.5518 -1.0825 -0.1165 0.093 0.037 0.348 -0.1034
C -2.4919 0.2412 -0.8369 0.097 -1.125 0.239 -0.1380
P -0.9902 0.6605 -1.7591 -0.603 2.348 -1.705 0.4100
O -1.2987 1.9062 -2.4813 -0.285 -0.054 0.166 -0.2908
O -0.6099 -0.4962 -2.7696 0.646 -0.311 1.280 -0.0855
O 0.2935 0.8711 -0.8306 -0.218 -0.942 0.328 -0.1071
C -3.3410 -2.1964 -0.7407 0.280 -0.128 0.160 -0.2888
O -3.3115 -2.4303 -1.9242 -0.353 0.256 -0.166 0.1468
C -4.1439 -3.0210 0.2189 -0.242 0.106 0.275 -0.0749
C -5.4989 -3.4736 -0.2526 -0.127 -0.547 -0.788 -0.1943
N -5.5066 -4.8997 -0.6519 -0.049 0.145 0.282 0.0229
C -3.6033 -3.2813 1.4108 -0.194 0.300 -0.233 -0.0755
C -4.2657 -4.0589 2.5100 0.188 0.082 -0.302 -0.0436
C -5.1621 -3.2041 3.4098 -0.220 -0.022 0.232 -0.2360
O -5.9383 -2.2740 2.6774 0.080 -0.281 -0.106 0.0074
C -4.3942 -2.4639 4.5417 -0.401 0.314 0.025 -0.5608
F -4.5113 -1.1347 4.4290 0.208 0.024 -0.110 0.1463
F -4.9291 -2.7781 5.7422 0.120 -0.182 0.018 0.1280
F -3.0909 -2.7528 4.5903 0.029 -0.043 0.030 0.1540
C -2.2188 -2.7454 1.6176 -0.007 -0.073 -0.090 -0.2831
O -1.3557 -3.3916 2.1588 -0.050 0.094 0.364 0.1542
H 1.6789 0.5869 2.1629 -0.063 0.188 0.129 0.0763
H 1.6750 -0.8710 3.1272 -0.184 -0.130 0.099 0.0910
H 0.4420 0.3951 3.4386 0.087 0.033 0.087 0.0813
H -1.3934 0.6279 1.6340 -0.082 0.031 0.030 0.1235
H -1.4151 -0.6048 2.9372 -0.222 0.295 0.025 0.1332
H -2.7327 1.0567 -0.1565 0.185 0.122 -0.029 0.1068
H -3.2692 0.2285 -1.6013 0.119 0.169 -0.162 0.1099
H 0.2056 -0.9235 -2.4532 -0.044 -0.443 -0.557 0.0785
H 0.0710 1.4462 -0.0880 0.222 0.014 0.028 0.0665
H -6.2680 -3.2828 0.4903 0.194 0.062 0.235 0.1047
H -5.7706 -2.8861 -1.1305 0.052 0.195 0.086 0.1161
H -5.6882 -4.9797 -1.6418 0.088 -0.091 -0.020 0.0658
H -6.2415 -5.3942 -0.1661 -0.021 -0.065 -0.072 0.0579
H -3.4801 -4.5123 3.1137 -0.100 -0.169 0.041 0.1302
H -4.8777 -4.8488 2.0787 0.016 -0.040 -0.002 0.1239
H -5.8529 -3.8785 3.9187 0.225 -0.123 0.196 0.1562
H -6.8099 -2.2498 3.0830 0.004 0.199 -0.049 0.1125
O 1.8830 -2.2835 -3.9908 -0.188 -2.906 0.776 -0.2801
P 3.1796 -2.6245 -4.6372 2.087 4.545 -2.326 0.6744
N 4.3309 -1.8611 -3.6397 -0.299 0.252 0.193 -0.3134
C 5.6688 -1.4929 -4.0536 0.273 -0.393 -0.166 -0.1334
C 4.3477 -2.3921 -2.2799 -0.370 -0.155 0.103 -0.1321
N 3.0139 -1.7581 -6.1424 0.235 0.254 0.178 -0.3185
C 3.6976 -0.4871 -6.3464 0.255 -0.006 -0.034 -0.1383
C 1.6150 -1.6080 -6.5530 -0.188 -0.174 0.104 -0.1412
N 4.2002 -3.8793 -5.2931 -1.920 -1.669 1.230 -0.2985
C 4.7098 -3.8242 -6.6548 0.047 0.190 -0.303 -0.1328
C 3.6206 -5.2165 -5.0322 0.056 0.037 0.308 -0.1318
H 6.3429 -2.3576 -4.1460 -0.027 -0.008 -0.009 0.0842
H 6.0913 -0.8214 -3.3035 -0.053 -0.039 0.071 0.0851
H 5.6761 -0.9457 -4.9882 -0.011 -0.107 0.009 0.0411
H 4.8236 -3.3833 -2.2305 0.096 0.066 0.045 0.0813
H 3.3328 -2.4824 -1.8934 -0.010 -0.003 -0.068 0.0704
H 4.8896 -1.7167 -1.6172 0.058 0.043 -0.084 0.0803
H 3.5678 0.2064 -5.5061 0.035 0.036 -0.042 0.0922
H 3.3103 -0.0076 -7.2462 -0.158 -0.050 0.037 0.0811
H 4.7627 -0.6244 -6.5379 -0.041 -0.014 0.030 0.0530
H 1.1100 -0.7906 -6.0277 -0.028 -0.031 0.022 0.0844
H 1.0485 -2.5173 -6.3605 0.009 0.009 0.005 0.0725
H 1.5738 -1.4111 -7.6266 0.121 0.011 -0.005 0.0803
H 3.9314 -3.7632 -7.4177 0.004 0.070 0.011 0.0822
H 5.2794 -4.7403 -6.8291 0.003 -0.028 0.175 0.0829
H 5.4102 -3.0000 -6.7816 -0.171 0.139 -0.007 0.0718
H 2.7195 -5.3997 -5.6290 0.048 -0.082 -0.039 0.0824
H 3.3480 -5.3088 -3.9774 -0.025 0.028 -0.041 0.0760
H 4.3458 -6.0006 -5.2493 0.068 0.068 -0.023 0.0765
O 0.3339 3.0699 4.6238 -0.042 1.525 3.162 -0.2924
P 0.2965 4.4881 4.1316 -0.122 -1.110 -6.252 0.7217
N -1.1264 4.3319 3.1645 0.043 -0.503 -0.402 -0.3261
C -1.4362 5.1437 2.0054 -0.008 0.474 0.172 -0.1386
C -2.3285 4.1046 3.9569 0.160 -0.179 0.349 -0.1424
N 1.7458 4.4952 3.1625 -0.036 0.171 -0.060 -0.3198
C 1.6699 4.2367 1.7317 -0.160 0.203 -0.169 -0.1303
C 2.8098 3.6690 3.7350 -0.038 -0.084 0.270 -0.1430
N 0.1400 6.2394 4.2340 0.211 -0.340 3.066 -0.3017
C 1.0069 7.1315 3.4782 0.374 -0.034 -0.226 -0.1307
C 0.0879 6.6853 5.6459 -0.270 -0.137 0.026 -0.1338
H -1.7458 6.1674 2.2655 0.016 0.007 0.000 0.0817
H -2.2617 4.6769 1.4637 -0.033 -0.030 0.065 0.0830
H -0.6093 5.1988 1.3056 0.019 0.043 0.076 0.0457
H -2.6638 5.0202 4.4698 -0.102 0.011 -0.093 0.0785
H -2.1484 3.3381 4.7106 0.061 0.018 -0.017 0.0691
H -3.1415 3.7512 3.3207 0.029 0.064 -0.086 0.0783
H 1.0594 3.3542 1.4936 0.023 0.022 -0.046 0.0771
H 2.6734 4.0734 1.3373 0.044 -0.090 0.142 0.0858
H 1.2873 5.0953 1.1798 -0.077 -0.039 0.043 0.0578
H 2.6702 2.6030 3.5236 -0.009 -0.006 0.044 0.0697
H 2.8574 3.7823 4.8172 -0.012 -0.003 -0.006 0.0736
H 3.7722 3.9824 3.3254 -0.055 0.075 -0.071 0.0825
H 2.0709 6.9979 3.6844 -0.003 -0.038 -0.056 0.0835
H 0.7392 8.1552 3.7494 -0.156 -0.066 0.083 0.0861
H 0.8281 7.0418 2.4081 0.099 -0.191 -0.001 0.0695
H 1.0529 6.5703 6.1528 0.002 0.123 0.030 0.0806
H -0.6526 6.0983 6.1972 0.039 -0.016 -0.027 0.0756
H -0.2142 7.7304 5.7090 -0.010 0.004 -0.096 0.0779
```
Positions in Å, forces in eV/Å.



[2]
Below is 6 unconnected molecules or ions with the total composition C25H53O16S, with properties calculated with ωB97M-V/def2-TZVPD.

Output
Net charge   +1
Multiplicity   1
DFT total energy   -2586.1727 hartree

Geometry as XYZ:
```
95
Properties=species:S:1:pos:R:3:forces:R:3:lowdin_charge:R:1
C 5.3005 2.1696 2.1154 -0.395 -0.234 0.385 -0.0388
C 4.3759 1.1146 1.5598 0.255 0.111 -0.417 -0.2430
O 3.4394 0.7369 2.5837 -0.039 -0.006 0.121 -0.1593
C 2.5935 -0.2681 2.2516 0.458 -0.016 0.145 -0.3719
S 0.9085 0.2916 1.6745 -0.544 -0.503 0.198 1.1468
C 0.6445 2.0110 2.1288 -0.115 0.423 -0.345 -0.4057
C 1.5689 3.0491 1.5116 0.043 -0.261 0.069 -0.1008
H 4.7133 2.8600 2.7188 0.043 0.222 -0.080 0.0793
H 5.7973 2.7134 1.3207 0.163 0.039 -0.052 0.0853
H 6.0257 1.7132 2.7815 0.201 0.043 -0.020 0.0898
H 4.9291 0.2286 1.2478 0.017 -0.129 0.010 0.1301
H 3.8375 1.4857 0.6844 -0.172 0.056 -0.003 0.1122
H 2.9547 -0.9239 1.4581 -0.069 -0.080 -0.125 0.1184
H 2.3500 -0.8624 3.1279 -0.101 0.041 0.118 0.1138
H 1.0299 0.3495 0.3426 0.243 0.271 -0.161 0.0261
H -0.3826 2.1668 1.7950 -0.150 -0.053 0.099 0.0817
H 0.6334 2.0209 3.2150 0.044 -0.068 0.127 0.1076
H 1.0491 4.0022 1.4973 0.011 0.107 0.046 0.0943
H 1.8196 2.7877 0.4866 -0.029 0.072 -0.145 0.0785
H 2.4867 3.1429 2.0776 0.102 0.077 0.038 0.0643
C 0.7418 -5.5868 -3.3626 -0.033 -0.014 0.175 -0.0547
C -0.2635 -4.4730 -3.5473 0.074 -0.054 -0.249 -0.1867
O -1.0426 -4.2367 -2.3519 -0.018 -0.076 -0.012 0.0449
C -0.4304 -3.5955 -1.3783 -0.019 0.037 -0.083 -0.6275
O 0.6917 -3.1493 -1.3903 0.045 0.073 0.010 0.1081
O -1.2750 -3.4964 -0.3432 0.028 -0.059 0.057 0.0021
C -0.6846 -2.9122 0.8089 -0.086 0.028 0.189 -0.0565
H 0.2441 -6.5020 -3.0420 -0.006 -0.017 -0.054 0.0757
H 1.2473 -5.7820 -4.3075 -0.010 -0.002 -0.029 0.0862
H 1.4932 -5.3255 -2.6197 0.019 0.040 -0.017 0.0776
H -1.0054 -4.7433 -4.2940 -0.061 0.022 0.036 0.1269
H 0.2103 -3.5411 -3.8526 0.034 0.021 0.083 0.1241
H -0.2316 -1.9589 0.5465 0.016 -0.011 0.017 0.0339
H 0.0724 -3.5728 1.2324 0.043 0.017 -0.034 0.1053
H -1.4803 -2.7598 1.5323 -0.078 -0.044 -0.068 0.1026
C -5.0744 5.0711 3.1427 0.049 -0.004 -0.161 -0.0608
C -5.6270 3.6645 3.1669 -0.075 0.066 0.256 -0.1960
O -5.6303 3.0612 1.8569 -0.020 0.032 -0.039 0.0505
C -4.4674 2.6234 1.4137 -0.080 0.006 -0.070 -0.6109
O -3.4137 2.6347 2.0067 0.114 0.003 0.062 0.0963
O -4.6405 2.1493 0.1769 0.070 0.022 0.095 -0.0034
C -3.4346 1.6922 -0.4237 0.141 -0.081 -0.106 -0.0459
H -5.6297 5.6857 2.4342 -0.032 0.014 0.037 0.0854
H -5.1639 5.5171 4.1326 -0.020 0.002 0.018 0.0843
H -4.0239 5.0784 2.8564 0.018 -0.027 0.032 0.0724
H -6.6739 3.6673 3.4590 -0.025 -0.040 -0.045 0.1264
H -5.0793 3.0217 3.8548 0.067 -0.007 -0.050 0.1233
H -2.9577 0.9571 0.2233 0.061 -0.038 -0.059 0.0854
H -2.7600 2.5321 -0.5909 0.040 -0.020 0.008 0.0976
H -3.6970 1.2400 -1.3750 -0.144 0.023 0.025 0.0975
C -0.6969 -12.2012 -0.6658 0.041 0.137 -0.089 -0.0632
C -0.6835 -11.5931 0.7183 -0.047 -0.242 0.093 -0.2042
O -0.2152 -10.2307 0.7088 0.048 0.015 0.038 0.0388
C -1.0900 -9.3313 0.2781 0.124 -0.023 -0.223 -0.6152
O -2.2221 -9.5374 -0.0697 -0.115 0.004 0.065 0.1288
O -0.4850 -8.1385 0.2641 0.027 0.098 0.082 0.0064
C -1.2999 -7.0780 -0.2340 -0.042 0.131 -0.024 -0.0367
H 0.2927 -12.1361 -1.1191 0.013 -0.047 0.020 0.0822
H -0.9817 -13.2510 -0.6033 0.007 -0.020 0.017 0.0825
H -1.4085 -11.6911 -1.3125 -0.041 -0.007 0.028 0.0752
H 0.0237 -12.1126 1.3606 0.029 0.046 0.024 0.1228
H -1.6666 -11.6301 1.1856 -0.032 0.054 -0.050 0.1241
H -2.2343 -7.0065 0.3181 -0.038 -0.059 -0.022 0.1029
H -1.5108 -7.2216 -1.2923 -0.077 -0.034 0.007 0.0958
H -0.7297 -6.1637 -0.1002 0.097 -0.050 0.034 0.0787
C 9.6151 6.9274 3.8762 -0.107 0.028 -0.124 -0.0625
C 9.7297 5.4312 3.6924 0.142 0.007 0.219 -0.2057
O 8.8313 4.9364 2.6791 -0.067 0.006 0.010 0.0288
C 9.2135 5.1637 1.4256 -0.060 -0.039 0.031 -0.6182
O 10.2313 5.6922 1.0714 0.073 0.045 -0.031 0.1346
O 8.2625 4.6917 0.6121 -0.085 -0.032 -0.064 -0.0138
C 8.5168 4.9219 -0.7788 -0.023 -0.047 -0.063 -0.0373
H 8.5857 7.2053 4.1053 0.010 -0.004 0.051 0.0813
H 10.2523 7.2463 4.7003 0.006 -0.009 0.023 0.0834
H 9.9251 7.4585 2.9784 0.047 -0.017 -0.005 0.0767
H 9.4265 4.9074 4.5962 -0.037 -0.041 -0.024 0.1213
H 10.7470 5.1315 3.4448 -0.003 0.032 -0.075 0.1249
H 9.4885 4.5273 -1.0642 0.033 0.022 0.013 0.0976
H 8.4741 5.9861 -1.0015 0.048 0.018 0.012 0.0999
H 7.7298 4.3995 -1.3143 -0.024 -0.004 0.021 0.0885
C -7.0986 2.4573 -2.0893 0.068 -0.073 -0.200 -0.0613
C -7.8297 3.6550 -2.6525 -0.147 0.026 0.226 -0.2034
O -7.2333 4.1320 -3.8704 0.021 0.055 0.014 0.0371
C -7.5021 3.4102 -4.9560 0.227 -0.104 0.024 -0.6174
O -8.1952 2.4283 -5.0035 -0.127 -0.018 -0.023 0.1247
O -6.8402 3.9438 -5.9813 -0.027 0.056 -0.044 0.0042
C -7.0080 3.2467 -7.2201 0.011 0.030 -0.088 -0.0362
H -6.0455 2.6929 -1.9456 0.011 0.040 0.071 0.0640
H -7.5232 2.1777 -1.1257 0.007 0.029 0.034 0.0844
H -7.1745 1.6034 -2.7613 -0.065 0.006 0.002 0.0781
H -7.7600 4.5007 -1.9715 0.016 0.044 -0.038 0.1227
H -8.8834 3.4407 -2.8260 0.017 -0.057 -0.067 0.1254
H -8.0617 3.1554 -7.4712 -0.021 -0.026 0.019 0.0972
H -6.5590 2.2568 -7.1629 -0.036 -0.026 0.023 0.0967
H -6.4959 3.8458 -7.9660 0.018 0.024 0.015 0.0932
```
Positions in Å, forces in eV/Å.



Number 1: lowest unoccupied orbital energy -0.55 eV. Number 2: lowest unoccupied orbital energy -3.04 eV.